[1]
{"formula": "C2H6BrFSi", "method": "ωB97M-V/def2-TZVPD", "orbital_gap_ev": [8.28, 7.74], "charge": 0, "lumo_energy_ev": [-0.047, -1.327], "elements": ["Br", "H", "H", "H", "F", "Si", "C", "H", "H", "C", "H"], "coordinates": [[-1.063, -0.826, 1.985], [2.293, -0.587, -0.783], [0.801, 0.125, -1.043], [-1.727, 1.879, -1.236], [2.121, -1.789, 1.780], [0.753, -1.469, 0.876], [-2.174, 0.979, -0.752], [2.020, 0.632, 0.175], [-2.978, 1.163, -0.112], [1.472, -0.192, -0.275], [-1.518, 0.086, -0.615]], "forces_ev_per_a": [[0.33, -0.03, 0.34], [1.26, -1.57, -1.02], [-0.60, 0.52, -0.31], [-0.43, -0.98, 0.29], [-1.58, 0.19, -0.34], [1.88, -0.25, 0.32], [2.47, 0.19, -1.08], [-0.74, 0.47, 0.64], [-1.16, -0.07, 0.84], [-0.42, 0.54, 0.60], [-1.01, 0.99, -0.29]]}


[2]
{"formula": "C3H2O3", "method": "ωB97M-V/def2-TZVPD", "orbital_gap_ev": 10.53, "charge": 0, "lumo_energy_ev": 0.290, "elements": ["H", "O", "C", "O", "O", "C", "H", "C"], "coordinates": [[-0.046, -0.875, -2.198], [-0.886, 0.640, -1.400], [0.481, 0.264, 0.874], [0.661, -0.538, -0.257], [-0.910, 0.127, 1.276], [-0.116, -0.537, 2.012], [0.929, 1.180, 0.993], [-0.113, -0.262, -1.300]], "forces_ev_per_a": [[0.91, -1.01, 0.50], [-0.24, 0.79, 0.78], [-2.14, -3.14, -0.02], [1.15, -0.04, 0.25], [-0.05, 0.87, 0.25], [0.51, -0.24, 0.33], [0.82, 1.99, -0.23], [-0.96, 0.77, -1.85]]}


What did we get for ΔE to the lowest compared entry with this formula, charge and spin? Answer: 409.7 375.2 kJ/mol, in the order shown.